102
Properties=species:S:1:pos:R:3 method="wB97M-V/def2-TZVPD" e_homo_ev=-0.5612 mol_weight_g_mol=992.77 energy_ev=-119108.68876 relative_energy_kcal_mol=0.00 gap_ev=4.32 charge=-2
Tl -0.0940 -0.8781 1.1587
C 2.9627 2.7878 5.3687
C 3.2406 1.4012 4.7594
S 1.9609 0.6170 3.7126
C 0.7186 0.0409 4.9359
C -0.0904 1.0888 5.6791
S -1.3224 2.0490 4.7687
C -0.3578 3.2111 3.7384
C 0.5551 4.1538 4.5184
S 2.3745 4.0731 4.2085
H 3.8637 3.2191 5.8308
H 2.2625 2.7310 6.1834
H 3.5514 0.6966 5.5504
H 4.0838 1.4502 4.0720
H 1.2365 -0.6500 5.6161
H 0.0845 -0.6054 4.3232
H 0.5198 1.8022 6.2365
H -0.6857 0.5875 6.4474
H -1.1626 3.7622 3.2453
H 0.1565 2.6635 2.9579
H 0.3974 4.0061 5.5850
H 0.2843 5.2002 4.3486
C -2.9223 -2.2781 4.2924
Si -1.5757 -2.6489 2.9391
C -0.2557 -3.5730 4.0711
C -2.3191 -4.1737 2.0115
C -3.0207 -5.1694 2.7138
C -3.5261 -6.2945 2.0693
C -3.3280 -6.4509 0.7074
C -2.6397 -5.4824 -0.0025
C -2.1472 -4.3279 0.6234
Si -1.3320 -2.9214 -0.4122
C -2.8903 -2.2199 -1.3741
C -0.3546 -3.9220 -1.7918
H -3.1381 -3.1737 4.8943
H -3.8641 -1.9134 3.8814
H -2.5534 -1.4861 4.9541
H -0.7453 -4.4362 4.5287
H 0.1745 -2.9733 4.8684
H 0.5709 -3.9833 3.4873
H -3.1640 -5.0807 3.7914
H -4.0798 -7.0342 2.6365
H -3.7350 -7.3211 0.2182
H -2.4814 -5.6035 -1.0739
H -3.1398 -2.8885 -2.1908
H -2.7382 -1.2352 -1.7946
H -3.7438 -2.1667 -0.6856
H -0.9320 -4.6257 -2.3805
H 0.4294 -4.4926 -1.2881
H 0.1347 -3.2085 -2.4469
C 2.1213 0.0632 -1.4100
S 2.9821 -1.2091 -0.4669
O 3.6186 -0.5531 0.6913
C 4.3394 -1.4092 -1.6431
C 4.2228 -2.2495 -2.7393
C 5.3211 -2.3881 -3.5832
C 6.5060 -1.7033 -3.3497
C 6.6185 -0.9101 -2.2242
C 5.5240 -0.7682 -1.3764
H 2.8304 0.8927 -1.5179
H 1.2407 0.3929 -0.8612
H 1.8094 -0.3025 -2.3901
H 3.2934 -2.7902 -2.9160
H 5.2605 -3.0182 -4.4717
H 7.3448 -1.8014 -4.0289
H 7.5390 -0.3687 -1.9979
H 5.5667 -0.1661 -0.4783
O -1.1166 1.0113 -0.4692
Si -1.2063 1.7750 -1.8114
C 0.4447 2.6966 -2.2195
C 0.8734 2.8302 -3.5383
C 2.0974 3.4362 -3.8073
C 2.8737 3.9439 -2.7793
C 2.4304 3.8292 -1.4600
C 1.2216 3.2086 -1.1928
C -2.5065 3.1608 -1.9187
C -2.1851 4.5144 -2.0478
C -3.1533 5.4980 -2.2212
C -4.4946 5.1494 -2.2592
C -4.8467 3.8152 -2.1032
C -3.8568 2.8396 -1.9288
C -1.5518 0.7451 -3.3907
C -2.2424 1.2166 -4.5056
C -2.4065 0.4453 -5.6552
C -1.8349 -0.8129 -5.7340
C -1.1555 -1.3157 -4.6282
C -1.0465 -0.5550 -3.4576
H 0.2460 2.4356 -4.3487
H 2.4576 3.4859 -4.8373
H 3.8353 4.4071 -3.0317
H 3.0571 4.1670 -0.6473
H 0.8847 3.0430 -0.1690
H -1.1635 4.8162 -2.0249
H -2.8411 6.5248 -2.3774
H -5.2590 5.9235 -2.3851
H -5.8933 3.5425 -2.1432
H -4.1434 1.7901 -1.7845
H -2.6732 2.2219 -4.4794
H -2.9668 0.8587 -6.4976
H -1.9060 -1.3826 -6.6577
H -0.7815 -2.3387 -4.6426
H -0.5524 -0.9607 -2.5748

11
Properties=species:S:1:pos:R:3 method="wB97M-V/def2-TZVPD" e_homo_ev=-10.2064 mol_weight_g_mol=109.09 energy_ev=-10711.86978 smiles="O=CN=C1N=CC=N1" relative_energy_kcal_mol=41.07 gap_ev=8.15
C 2.3209 -0.0904 0.2936
C 0.1289 -0.4681 0.1008
C -1.4200 0.8681 -0.0870
C -1.9025 -0.5228 -0.2939
H 2.4109 0.5068 1.2931
H -1.9902 1.8314 -0.3394
H -2.9256 -0.8488 -0.6243
N 1.3005 -0.9054 0.2008
N -0.1719 0.9184 0.1489
N -0.9147 -1.3246 -0.0348
O 3.1636 0.0354 -0.6581

107
Properties=species:S:1:pos:R:3 method="wB97M-V/def2-TZVPD" e_homo_ev=-9.9697 mol_weight_g_mol=919.33 energy_ev=-117506.68518 gap_ev=8.68
C -7.6792 -1.1237 -0.0640
C -7.3195 0.3736 -0.3321
Cl -8.4381 1.3803 0.6462
C -5.8650 0.5673 0.1330
N -5.4446 1.9738 0.1073
C -5.1693 2.5567 1.4043
O -5.8185 3.3458 1.9898
C -3.8354 1.8920 1.7836
C -3.2688 1.5906 3.0134
C -2.0278 0.9192 2.9889
N -1.4484 0.5793 4.2516
C -0.5127 1.3377 4.5135
O 0.4506 1.9586 4.6355
C -1.3830 0.5715 1.7838
S 0.1541 -0.3228 1.9110
C -1.9689 0.9071 0.5339
S -1.2375 0.4655 -1.0436
O -1.5055 -0.9490 -1.2398
O -1.7171 1.2532 -2.1555
C 0.6240 0.6377 -1.0680
F 1.1017 1.5461 -0.2289
F 1.1410 -0.5574 -0.8628
C 1.1074 1.0413 -2.4966
F 2.4157 0.8890 -2.4974
F 0.8055 2.2856 -2.7945
F 0.6618 0.1571 -3.3759
C -3.1932 1.5720 0.5561
C -4.1448 2.1161 -0.5328
O -3.9545 2.6167 -1.5805
H -8.1353 -1.2445 0.9168
H -8.2962 -1.5245 -0.8682
H -6.7318 -1.6803 -0.0753
H -7.4456 0.5412 -1.4001
H -5.2486 -0.0026 -0.5751
H -5.7918 0.1135 1.1298
H -3.7816 1.8419 3.9347
H -0.0972 -1.6152 1.5669
O -4.0418 2.2707 7.3837
C -3.1274 2.3160 8.1609
O -2.3662 3.4177 8.2242
C -1.3850 3.6526 9.2346
C -0.0649 3.0228 8.8520
C -2.7550 1.1181 9.0011
H -1.7338 3.3251 10.2153
H -1.2775 4.7345 9.2934
H -0.1407 1.9375 8.7764
H 0.7055 3.2586 9.5868
H 0.2554 3.3887 7.8759
H -2.0713 0.4849 8.4368
H -3.6622 0.5576 9.2132
H -2.3122 1.3736 9.9614
O 1.0407 8.7843 -0.5631
C 0.9816 7.6045 -0.7658
O 1.4132 6.7517 0.1829
C 1.2034 5.3403 0.1257
C 2.2951 4.6432 -0.6584
C 0.5177 7.0528 -2.0929
H 0.2072 5.1097 -0.2568
H 1.2232 4.9998 1.1605
H 2.3094 4.9650 -1.7004
H 2.1548 3.5653 -0.6351
H 3.2731 4.8776 -0.2372
H 1.3703 6.9898 -2.7682
H -0.2126 7.7417 -2.5104
H 0.0328 6.0811 -2.0230
O 1.8883 -3.5392 1.2987
C 2.8065 -3.5235 0.5201
O 2.6465 -4.0735 -0.6882
C 3.5941 -3.9319 -1.7546
C 4.6790 -4.9858 -1.6829
C 4.1582 -2.9772 0.9080
H 3.9976 -2.9178 -1.7821
H 3.0200 -4.0589 -2.6714
H 5.2703 -4.8925 -0.7716
H 5.3505 -4.9045 -2.5373
H 4.2434 -5.9805 -1.6772
H 4.7414 -3.7714 1.3722
H 4.0087 -2.1795 1.6325
H 4.7159 -2.5512 0.0773
O 5.8641 -7.7349 -1.9177
C 5.4152 -8.8432 -1.8098
O 4.4053 -9.0561 -0.9490
C 3.6647 -10.2781 -0.8844
C 4.3329 -11.2884 0.0242
C 6.0143 -10.0148 -2.5484
H 3.4818 -10.6756 -1.8837
H 2.6920 -10.0072 -0.4769
H 5.3152 -11.5779 -0.3502
H 3.7205 -12.1860 0.1135
H 4.4794 -10.8635 1.0174
H 6.8262 -10.4313 -1.9535
H 6.4179 -9.6523 -3.4907
H 5.2985 -10.7973 -2.7902
O 0.3478 4.5149 -9.7230
C 0.1527 4.2566 -8.5684
O 0.4451 3.0255 -8.1111
C 0.4414 2.6785 -6.7241
C -0.9343 2.2622 -6.2510
C -0.4954 5.2514 -7.6355
H 0.8622 3.4851 -6.1209
H 1.1258 1.8359 -6.6305
H -1.6573 3.0742 -6.3327
H -0.8859 1.9405 -5.2097
H -1.3090 1.4400 -6.8609
H -1.5777 5.1474 -7.7019
H -0.2170 6.2516 -7.9587
H -0.1815 5.1542 -6.5984

47
Properties=species:S:1:pos:R:3 method="wB97M-V/def2-TZVPD" e_homo_ev="-11.0767 / -11.0761" mol_weight_g_mol=712.85 energy_ev=-96483.96106 relative_energy_kcal_mol=32.70 gap_ev="6.52 / 6.52" charge=+1
Ir -0.5234 -0.1280 1.0095
N -4.1961 1.5366 0.2336
C -2.9079 1.2839 0.3659
O -2.5394 0.1337 0.7489
C -1.8576 2.2946 0.0717
C -0.6101 1.9228 0.8841
H -4.8705 0.8064 0.4034
H -4.5171 2.4397 -0.0704
H -2.2197 3.3127 0.2296
H -1.6525 2.2023 -1.0007
H -0.7348 2.3016 1.9078
H 0.2690 2.3872 0.4468
C 4.4625 2.3389 0.9809
C 4.5692 1.1208 0.3232
C 3.5732 0.1687 0.4581
C 2.4663 0.4661 1.2396
C 2.3375 1.6821 1.8910
C 3.3542 2.6146 1.7708
N 1.4250 -0.5144 1.3754
N 1.8348 -1.6723 1.5846
C 0.8190 -2.6498 1.6592
C 1.1745 -3.9590 1.9211
C 0.1598 -4.9000 2.0038
C -1.1550 -4.4956 1.8266
C -1.4203 -3.1625 1.5620
N -0.4467 -2.2562 1.4792
H 5.2452 3.0779 0.8751
H 5.4282 0.9121 -0.2995
H 3.6313 -0.7800 -0.0568
H 1.4718 1.8810 2.5079
H 3.2793 3.5584 2.2932
H 2.2165 -4.2108 2.0540
H 0.3929 -5.9363 2.2058
H -1.9711 -5.2012 1.8859
H -2.4264 -2.7982 1.4010
Cl -2.7564 0.8975 -5.7726
C -1.8817 0.5934 -4.3303
C -2.1660 -0.5288 -3.5586
Cl -3.3860 -1.6262 -4.0625
C -1.4530 -0.7747 -2.3856
Cl -1.7177 -2.2405 -1.5243
C -0.4734 0.1148 -1.9347
O 0.2573 -0.0489 -0.8323
C -0.1820 1.2290 -2.7421
Cl 1.0534 2.3055 -2.2208
C -0.8671 1.4645 -3.9272
Cl -0.4889 2.8369 -4.8812

56
Properties=species:S:1:pos:R:3 method="wB97M-V/def2-TZVPD" e_homo_ev="0.0835 / -1.4111" multiplicity=2 mol_weight_g_mol=1029.40 energy_ev=-325684.33694 relative_energy_kcal_mol=6.61 gap_ev="4.06 / 5.56" s2=0.78 charge=-2
Hg -0.2448 1.3995 0.1326
C -0.1462 1.3580 4.7063
C -0.1000 1.8463 3.3374
N 0.3752 1.0638 2.3548
N 1.1603 0.0535 2.7489
C 1.6226 -0.5680 1.6513
O 1.3708 -0.2489 0.4719
C 2.5956 -1.7034 1.9063
C 3.1571 -2.2783 0.7111
C 3.9514 -3.4523 0.8450
C 4.1765 -3.9933 2.0874
C 3.7155 -3.3348 3.2702
C 2.8842 -2.2277 3.1411
C -0.7498 3.0184 2.8449
C -1.5601 3.8549 3.7574
C -2.3722 4.8313 3.2116
C -2.2098 5.1197 1.8291
C -1.3213 4.3577 1.1044
N -0.6769 3.2888 1.5278
H 0.1907 0.3179 4.7077
H 0.3726 2.0343 5.4319
H -1.1789 1.3209 5.0616
H 3.0391 -1.7618 -0.3120
H 4.4737 -3.7970 -0.0752
H 4.8964 -4.8003 2.1880
H 4.0759 -3.6991 4.2448
H 2.6349 -1.6705 4.0954
H -1.6024 3.5634 4.8144
H -3.0657 5.4415 3.8268
H -2.7704 5.9010 1.2989
H -1.2329 4.6173 0.0168
Br -1.9869 1.0436 -6.8313
C -1.9070 1.4557 -5.0166
C -3.1375 1.7992 -4.3844
Br -4.2795 2.9440 -5.2748
C -3.2272 1.5252 -3.0032
Br -4.9792 1.4481 -2.2874
C -2.0862 1.2044 -2.2306
O -2.1430 0.7826 -0.9793
C -0.7741 1.4112 -2.8546
O 0.3129 1.5568 -2.1569
C -0.7205 1.3569 -4.2862
Br 1.0344 1.4996 -5.0270
C 1.5088 -3.4341 -3.0744
Sb 0.3274 -1.8239 -2.0667
C -1.2352 -1.9095 -3.6420
C -0.6242 -3.2293 -0.7657
H 0.9067 -4.1756 -3.5339
H 2.2929 -3.8471 -2.4076
H 2.0847 -2.9423 -3.8475
H -1.2556 -2.9870 -3.8722
H -0.8408 -1.3749 -4.5065
H -2.2528 -1.5816 -3.4849
H -0.7456 -2.8699 0.2850
H -0.0934 -4.2563 -0.6655
H -1.6401 -3.4486 -1.0242

7
Properties=species:S:1:pos:R:3 method="wB97M-V/def2-TZVPD" e_homo_ev=-10.9512 mol_weight_g_mol=147.39 energy_ev=-41704.16205 smiles="O=CC(Cl)(Cl)Cl" relative_energy_kcal_mol=0.00 gap_ev=10.94
C 0.0786 -0.0012 -0.0340
C -0.8921 -0.2044 -1.2192
H -0.3342 -0.1217 -2.2043
O -2.1124 -0.3730 -1.1366
Cl 1.2915 -1.2974 -0.1086
Cl -0.7893 0.0012 1.5029
Cl 0.7986 1.5514 -0.2875

15
Properties=species:S:1:pos:R:3 method="wB97M-V/def2-TZVPD" e_homo_ev=-9.4744 mol_weight_g_mol=87.12 energy_ev=-7829.76975 smiles="C=NC.CC=O" relative_energy_kcal_mol=58.81 gap_ev=10.56
C 0.9636 1.3651 1.2563
C 2.4790 0.1909 -0.0406
N 1.2572 0.4550 0.1487
H -0.0701 1.6938 1.1653
H 1.1370 0.8910 2.2226
H 1.5465 2.2877 1.1593
H 2.7345 -0.2133 -1.0225
H 3.2926 0.4845 0.6139
O -1.0324 0.0527 -1.9083
C -1.2152 -0.9367 -1.2444
C -2.4407 -1.1402 -0.4518
H -0.4007 -1.6678 -1.2163
H -2.9582 -2.0937 -0.5677
H -2.2017 -1.0610 0.6161
H -3.0916 -0.3081 -0.7308

67
Properties=species:S:1:pos:R:3 method="wB97M-V/def2-TZVPD" e_homo_ev="0.7738 / -0.6260" multiplicity=3 mol_weight_g_mol=586.33 energy_ev=-117336.66739 gap_ev="3.84 / 5.19" s2=2.05 charge=-2
Ni 0.5207 0.1800 0.5481
S 4.5434 -1.7889 0.8081
C 4.4339 -1.2597 -0.8656
C 5.3809 -1.3438 -1.8719
C 5.0766 -0.8456 -3.1386
C 3.8229 -0.2670 -3.3680
C 2.8628 -0.1802 -2.3693
C 3.1612 -0.6880 -1.0965
N 2.3259 -0.6804 -0.0302
C 2.8910 -1.2219 1.0832
C 2.1724 -1.2946 2.2884
C 2.7087 -1.8183 3.4976
C 1.9598 -1.7853 4.6648
C 0.6753 -1.2405 4.6601
C 0.1459 -0.7451 3.4503
C 0.8305 -0.7555 2.2491
H 6.3521 -1.7875 -1.6745
H 5.8097 -0.8994 -3.9340
H 3.5938 0.1336 -4.3489
H 1.8977 0.2964 -2.5205
H 3.7181 -2.2238 3.5124
H 2.3822 -2.1749 5.5856
H 0.0890 -1.1988 5.5716
H -0.8583 -0.3319 3.4864
C -1.8239 -2.2888 1.4444
Si -1.4651 -0.7905 0.3490
C -2.8405 0.5006 0.7300
C -3.9720 -0.1107 1.5614
C -2.2328 1.6714 1.5221
C -3.4394 1.1000 -0.5469
C -1.6117 -1.6270 -1.3856
C -2.8679 -2.5086 -1.4714
C -0.3628 -2.5276 -1.5041
C -1.5853 -0.6947 -2.6067
H -2.8223 -2.6895 1.2349
H -1.7575 -2.0743 2.5098
H -1.0812 -3.0678 1.2376
H -3.6133 -0.5464 2.4985
H -4.5066 -0.8982 1.0167
H -4.7014 0.6745 1.8134
H -1.7832 1.3573 2.4694
H -3.0224 2.4071 1.7485
H -1.4554 2.1805 0.9490
H -3.9464 0.3553 -1.1682
H -2.6709 1.5855 -1.1593
H -4.1828 1.8651 -0.2699
H -2.8188 -3.3697 -0.7994
H -2.9681 -2.8951 -2.4984
H -3.7890 -1.9586 -1.2392
H -0.3552 -3.3354 -0.7651
H 0.5627 -1.9551 -1.3814
H -0.3378 -2.9890 -2.5036
H -2.5136 -0.1321 -2.7249
H -1.4629 -1.3108 -3.5162
H -0.7674 0.0268 -2.5439
Cl 1.3724 2.3112 1.6304
C 0.8747 3.3170 0.2926
C 1.0350 4.6824 0.3761
C 0.6415 5.4965 -0.6852
C 0.0927 4.8704 -1.8101
C -0.0593 3.5033 -1.8745
Cl -0.7550 2.8183 -3.3368
C 0.3104 2.5644 -0.8268
N 0.1901 1.2555 -0.9263
H 1.4739 5.1122 1.2711
H 0.7524 6.5726 -0.6399
H -0.2298 5.4632 -2.6590

75
Properties=species:S:1:pos:R:3 method="wB97M-V/def2-TZVPD" e_homo_ev="-7.4594 / -7.3974" multiplicity=2 mol_weight_g_mol=987.94 energy_ev=-308428.42260 relative_energy_kcal_mol=3.44 gap_ev="7.02 / 6.01" s2=0.76
Ru 1.6422 0.3606 -0.2354
C 3.3327 -2.0439 -2.4510
C 4.4209 -1.5699 -1.4827
C 5.7452 -2.2701 -1.7652
C 3.9767 -1.7818 -0.0651
C 4.4573 -2.7270 0.8550
C 3.6391 -2.6119 1.9566
N 2.7442 -1.6442 1.7192
N 2.9507 -1.1310 0.4871
B 1.3654 -1.4015 2.3623
N 1.2288 0.0887 2.6719
C 0.9559 0.6925 3.8309
C 0.9886 2.0530 3.6243
C 1.2853 2.2252 2.2676
N 1.4438 1.0065 1.7103
C 1.4062 3.5485 1.5579
C 1.6775 4.6735 2.5545
C 0.1680 3.8781 0.7231
N 0.3054 -1.8081 1.3176
C -0.5355 -2.8435 1.3924
C -1.1286 -3.0168 0.1645
C -0.5861 -2.0163 -0.6504
N 0.2831 -1.2807 0.0626
C -0.9149 -1.7836 -2.0938
C -1.0616 -3.1081 -2.8433
C -2.2016 -0.9608 -2.2187
H 3.6333 -1.8502 -3.4816
H 2.3916 -1.5183 -2.2753
H 3.1548 -3.1158 -2.3344
H 4.5610 -0.4989 -1.6374
H 5.6517 -3.3532 -1.6569
H 6.5337 -1.9248 -1.0952
H 6.0576 -2.0678 -2.7900
H 5.2864 -3.3990 0.7252
H 3.6173 -3.1567 2.8855
H 1.2337 -2.0546 3.3576
H 0.7651 0.1092 4.7156
H 0.8122 2.8251 4.3505
H 2.2584 3.4848 0.8819
H 0.8266 4.8276 3.2217
H 1.8416 5.6054 2.0128
H 2.5599 4.4728 3.1634
H -0.7108 3.9659 1.3692
H -0.0182 3.1186 -0.0364
H 0.3095 4.8324 0.2133
H -0.6351 -3.3947 2.3127
H -1.8518 -3.7635 -0.1128
H -0.0828 -1.2395 -2.5403
H -1.8877 -3.6985 -2.4421
H -0.1522 -3.7075 -2.7838
H -1.2782 -2.9147 -3.8946
H -3.0538 -1.5538 -1.8745
H -2.3805 -0.6760 -3.2562
H -2.1571 -0.0557 -1.6131
Se 3.5597 1.7214 -0.4598
Se 3.7489 2.2827 -2.7205
Se 1.6332 3.1489 -2.9544
Se 0.4662 1.2701 -2.1395
C -3.1715 2.2772 -0.2401
Te -2.1328 1.1934 1.2813
C -3.7359 -0.2183 1.1301
C -4.8072 0.4450 0.3011
C -6.0675 -0.1349 0.1725
C -7.0491 0.4647 -0.5980
C -6.7770 1.6588 -1.2535
C -5.5266 2.2401 -1.1316
C -4.5343 1.6429 -0.3569
H -2.6177 2.2071 -1.1782
H -3.2381 3.3283 0.0347
H -4.1006 -0.4803 2.1217
H -3.3700 -1.1235 0.6449
H -6.2776 -1.0650 0.6882
H -8.0255 0.0059 -0.6844
H -7.5397 2.1368 -1.8545
H -5.3118 3.1727 -1.6404

11
Properties=species:S:1:pos:R:3 method="wB97M-V/def2-TZVPD" e_homo_ev=-10.1834 mol_weight_g_mol=96.53 energy_ev=-18446.44765 smiles=CC[C@@H](F)Cl relative_energy_kcal_mol=39.37 gap_ev=11.19
C 1.1626 -0.5716 0.0504
C 0.3503 0.5016 -0.4614
C -1.3213 0.3135 0.4220
F -2.0370 1.4668 0.0116
Cl -2.1140 -1.1386 -0.1571
H 0.6950 -1.5524 -0.1375
H 1.4193 -0.5735 1.2285
H 2.0702 -0.7509 -0.6112
H 0.7159 1.4106 -0.2814
H 0.2900 0.4178 -1.5490
H -1.2311 0.4766 1.4851